# 1
C4H8N3OP | wB97M-V/def2-TZVPD

```
! wB97M-V def2-TZVPD RIJCOSX def2/J DEFGRID3
* xyz 0 1
C -1.5175 1.9893 1.2446
C -0.7242 -3.0113 -0.8215
C 0.0187 1.9444 -1.0033
C 0.8786 0.8384 -0.3056
N 0.4795 -0.0488 0.4594
N -1.8810 -2.6648 -0.9354
N 1.2310 -0.5799 1.4376
O 0.4255 -3.1627 -0.9985
P -0.1474 2.8269 0.6028
H -1.8161 2.1366 2.2301
H 0.5427 2.4628 -1.7846
H -1.0077 1.5431 -1.3520
H 1.8683 1.1998 -0.5155
H -1.8204 1.0998 0.6202
H -2.6100 -2.6387 -0.1573
H 0.6587 -0.7990 2.3098
H 2.2279 -0.6071 1.5154
*
```

ΔE to the lowest compared entry with this formula, charge and spin: 508.2 kJ/mol
orbital gap: 8.2 eV
lowest unoccupied orbital energy: 0.0020 Ha
HOMO level: -8.2 eV


# 2
C22H25AsF6N6O7PtSe | wB97M-V/def2-TZVPD

```
! wB97M-V def2-TZVPD RIJCOSX def2/J DEFGRID3
* xyz -1 2
Pt -0.0877 -0.1387 -0.6115
O -0.7892 0.3268 3.2487
C -0.4782 -0.4807 2.3728
O 0.4834 -0.3027 1.5495
C -1.2691 -1.7626 2.2939
C -1.6623 -2.3067 3.4890
C -2.4245 -3.4784 3.5370
C -2.7915 -4.0977 2.3452
C -2.3852 -3.5728 1.1384
C -1.6016 -2.3671 1.0321
O -1.3140 -1.8851 -0.0948
N -2.7349 -4.2964 -0.0513
O -3.8069 -4.8758 -0.0468
O -1.9464 -4.3131 -0.9674
N -2.7707 -4.0358 4.7942
O -2.3922 -3.4630 5.8032
O -3.4233 -5.0674 4.8136
H -1.3747 -1.8167 4.4082
H -3.3722 -5.0099 2.3557
F -2.0712 -0.1786 -2.3201
As -1.2294 -0.3949 -3.8661
F 0.0197 -1.2948 -2.9962
F -2.1424 -1.8131 -4.2060
F -0.2764 -0.5252 -5.3230
F -2.4524 0.5915 -4.6563
F -0.3680 1.1413 -3.5049
C -0.8481 2.5819 1.1222
N -1.3758 1.8018 -0.0157
C -1.5287 2.7084 -1.1681
N -2.4309 3.8005 -0.8535
C -1.8963 4.5328 0.2886
N -1.7528 3.6713 1.4540
C -3.0578 3.1099 1.7898
N -3.6175 2.3598 0.6733
C -2.7049 1.2783 0.3559
C -3.7232 3.2312 -0.4887
H 0.1300 2.9955 0.8493
H -0.7420 1.9430 2.0056
H -1.9347 2.1621 -2.0248
H -0.5463 3.1171 -1.4353
H -2.5703 5.3616 0.5316
H -0.9117 4.9331 0.0228
H -3.7401 3.9229 2.0534
H -2.9417 2.4356 2.6416
H -3.1115 0.6995 -0.4743
H -2.5985 0.6399 1.2358
H -4.4216 4.0419 -0.2684
H -4.0997 2.6508 -1.3342
C 7.2013 -1.5250 -0.6379
C 5.8206 -0.9736 -0.8101
C 5.1899 -0.2697 0.2052
C 3.9416 0.3032 0.0223
C 3.3054 1.0933 1.1153
C 3.3057 0.1611 -1.2163
Se 1.6792 1.1394 -1.5684
C 3.8937 -0.6015 -2.2322
C 3.1964 -0.8783 -3.5239
C 5.1463 -1.1516 -2.0088
H 7.5296 -1.4283 0.3924
H 7.8990 -0.9798 -1.2715
H 7.2384 -2.5723 -0.9299
H 5.6880 -0.1448 1.1568
H 3.9114 1.0626 2.0153
H 2.3230 0.6784 1.3441
H 3.1770 2.1326 0.8070
H 2.5720 -1.7693 -3.4256
H 3.9151 -1.0606 -4.3200
H 2.5409 -0.0524 -3.8130
H 5.6109 -1.7244 -2.7986
*
```

expectation value of S²: 1.186
ΔE to the lowest compared entry with this formula, charge and spin: 171.1 kJ/mol
orbital gap (alpha / beta): 6.4 / 5.5 eV
lowest unoccupied orbital energy (alpha / beta): 0.0063 / -0.0225 Ha
HOMO level (alpha / beta): -6.3 / -6.1 eV


# 3
CH2N2O4 | wB97M-V/def2-TZVPD

```
! wB97M-V def2-TZVPD RIJCOSX def2/J DEFGRID3
* xyz 0 1
O -0.3168 1.4389 -0.7958
C -0.3274 0.4109 -0.2935
N 1.0481 -0.4040 0.0133
O 1.9241 0.5762 0.4409
N -1.5429 -0.4791 -0.0105
O -1.4891 -1.6617 0.1017
O -2.5719 0.1363 0.1355
H 1.0277 -1.2393 0.6061
H 2.2482 1.2218 -0.1976
*
```

SMILES string: O=C(NO)[N+](=O)[O-]
ΔE to the lowest compared entry with this formula, charge and spin: 288.6 kJ/mol
orbital gap: 9.1 eV
lowest unoccupied orbital energy: -0.0382 Ha
HOMO level: -10.1 eV


# 4
C31H33F2N8O2PbSSe2Te2 | wB97M-V/def2-TZVPD

```
! wB97M-V def2-TZVPD RIJCOSX def2/J DEFGRID3
* xyz 1 1
Pb 0.2329 0.0377 1.1635
C -1.4734 -3.1043 -2.4273
C -1.1240 -1.8110 -2.0646
N -1.6649 -1.2115 -1.0141
C -2.5493 -1.9097 -0.3065
C -2.8364 -3.2340 -0.6273
N -2.3069 -3.8308 -1.6883
C -3.2433 -1.2044 0.8072
C -4.5623 -1.5143 1.1083
C -5.2326 -0.7756 2.0720
C -4.5429 0.2680 2.6747
C -3.2068 0.4834 2.3548
N -2.5719 -0.2535 1.4450
C -2.4516 1.6213 2.9838
C -3.0142 2.3760 4.0134
N -2.4594 3.4898 4.4771
C -1.3044 3.8581 3.9372
C -0.6756 3.0614 2.9957
N -1.2366 1.9546 2.5238
C -6.6401 -1.0810 2.4394
C -7.5537 -1.5307 1.4953
C -8.8437 -1.8339 1.9016
N -9.2676 -1.7122 3.1589
C -8.3881 -1.2751 4.0590
C -7.0761 -0.9503 3.7518
H -1.0736 -3.5698 -3.3207
H -0.4002 -1.2460 -2.6417
H -3.4824 -3.8389 -0.0008
H -5.0720 -2.3132 0.5863
H -5.0647 0.9155 3.3624
H -3.9370 2.0800 4.4925
H -0.8746 4.7957 4.2680
H 0.3013 3.3273 2.6057
H -7.2811 -1.6252 0.4515
H -9.5718 -2.1966 1.1846
H -8.7491 -1.1888 5.0780
H -6.3988 -0.6335 4.5356
Se -0.9349 -0.4879 4.8321
Te 0.3090 -2.1093 6.0123
Te 0.3272 -4.1151 4.3066
Se -0.8956 -3.2311 2.4849
F 3.3310 -0.4661 1.6134
C 2.2652 -0.3813 2.5306
F 2.3290 -1.5760 3.2355
H 2.5793 0.3836 3.2527
C 4.5993 4.2645 -4.4381
C 3.4821 3.2546 -4.2184
N 3.9584 1.8740 -4.1487
C 4.4249 1.2483 -5.3947
C 5.9309 1.0265 -5.4114
C 3.8865 1.0899 -3.0523
O 4.1183 -0.1126 -3.0719
C 3.5128 1.7170 -1.7322
C 4.3052 2.6425 -1.0740
C 3.9547 3.0417 0.2078
C 2.8183 2.5057 0.7820
N 2.0472 1.6138 0.1527
C 2.4037 1.2179 -1.0682
H 4.1850 5.2726 -4.4901
H 5.1291 4.0693 -5.3721
H 5.3247 4.2352 -3.6226
H 2.7682 3.3178 -5.0421
H 2.9384 3.4844 -3.3059
H 4.1166 1.8969 -6.2139
H 3.9155 0.2914 -5.4971
H 6.4680 1.9680 -5.2862
H 6.2347 0.5766 -6.3579
H 6.2153 0.3504 -4.6060
H 5.2010 3.0304 -1.5452
H 4.5666 3.7388 0.7635
H 2.5303 2.7732 1.7933
H 1.7948 0.4423 -1.5273
C 3.6638 -2.5764 -0.9253
S 2.2988 -2.9112 0.1645
C 1.7047 -4.3881 -0.6365
O 1.2454 -1.8654 -0.1909
H 4.3281 -3.4426 -0.9324
H 4.1887 -1.7063 -0.5363
H 3.2795 -2.3596 -1.9222
H 2.4434 -5.1814 -0.5087
H 1.5324 -4.1795 -1.6934
H 0.7713 -4.6616 -0.1454
*
```

ΔE to the lowest compared entry with this formula, charge and spin: 232.5 kJ/mol
orbital gap (alpha / beta): 4.9 / 4.9 eV
lowest unoccupied orbital energy (alpha / beta): -0.1852 / -0.1852 Ha
HOMO level (alpha / beta): -10.0 / -10.0 eV


# 5
C3H6O2 | wB97M-V/def2-TZVPD

```
! wB97M-V def2-TZVPD RIJCOSX def2/J DEFGRID3
* xyz 0 1
O 1.4275 -0.9680 0.4359
C 0.3099 -0.1293 0.5426
C -0.0826 1.3147 0.1184
O -1.3242 0.7315 -0.4054
C -0.5558 -0.5276 -0.5738
H 0.9187 -1.7793 0.1176
H -0.2267 -0.2556 1.4991
H -0.2848 2.0270 0.9260
H 0.5360 1.7838 -0.6605
H -0.5840 -1.7378 -0.4217
H -0.1342 -0.4594 -1.5782
*
```

ΔE to the lowest compared entry with this formula, charge and spin: 403.9 kJ/mol
orbital gap: 10.9 eV
lowest unoccupied orbital energy: 0.0250 Ha
HOMO level: -10.3 eV